Formula: C4H7NO2
Source: OMol25
Level of theory: wB97M-V/def2-TZVPD

The geometry in XYZ format:
```
14
Properties=species:S:1:pos:R:3:forces:R:3
C -0.97797 -0.54264 1.43733 -0.1 0.0 -0.3
C -1.39449 0.24855 0.21715 0.3 -0.2 -0.2
O -2.49176 0.74811 0.09170 0.0 0.1 0.1
N -0.47553 0.36472 -0.80920 -0.7 0.0 0.1
C 0.78663 -0.32598 -0.93570 -0.1 0.0 0.7
C 1.88417 0.65949 -0.59715 0.0 0.5 0.0
O 2.73169 0.49461 0.23409 0.1 -0.3 0.0
H -0.87916 -1.59474 1.14232 0.0 0.1 0.2
H -1.76501 -0.43242 2.17960 0.1 -0.1 0.0
H -0.01716 -0.20568 1.82949 -0.1 0.0 0.0
H -0.90869 0.83332 -1.59169 0.3 -0.1 -0.2
H 0.90123 -0.77636 -1.91776 0.1 0.1 -0.2
H 0.83457 -1.11883 -0.19151 0.1 -0.1 -0.1
H 1.77148 1.64785 -1.08868 0.1 -0.1 -0.1
```
Forces are in eV/Å.

Properties
multiplicity = 1

Charge distribution, Mulliken scheme, values in e: -1.180 0.701 -0.615 -0.158 -0.550 0.090 -0.450 0.329 0.292 0.354 0.228 0.357 0.277 0.325



Formula: C4H7NO2S
Source: OMol25
Level of theory: wB97M-V/def2-TZVPD

The geometry in XYZ format:
```
15
Properties=species:S:1:pos:R:3:forces:R:3
O -2.11185 0.86215 1.09601 0.1 -0.3 0.2
C -1.63314 0.26171 0.15368 -0.3 0.7 -0.3
C -0.42659 -0.61745 0.15791 1.6 -0.3 0.3
C -0.13003 -1.22070 -1.23047 0.6 0.2 -0.1
S -1.56953 -1.84358 -2.17843 0.2 0.0 0.0
N 0.77499 -0.03162 0.75998 -0.2 0.3 1.2
C 1.16450 1.38962 0.83620 0.6 0.4 -0.4
O 2.16786 1.68379 -0.01378 -0.1 0.3 -0.1
H -2.11658 0.32600 -0.83521 0.0 0.0 0.0
H -0.64061 -1.39931 0.87248 -0.8 -0.8 0.0
H 0.60704 -2.02883 -1.14546 -0.3 -0.2 0.5
H 0.53541 -0.46197 -1.67292 -0.8 0.2 -0.6
H 1.64490 -0.50835 0.56039 -0.3 -0.3 -0.4
H 1.49900 1.58835 1.89133 -0.2 -0.2 0.2
H 0.23463 2.00019 0.74829 0.0 -0.1 -0.3
```
Forces are in eV/Å.

Properties
multiplicity = 1
net charge = -2

Charge distribution, Mulliken scheme, values in e: -0.552 -0.008 0.449 -0.986 -0.718 -0.348 -0.349 -0.947 0.243 0.036 0.295 0.314 0.234 0.152 0.185



Formula: C4H7NO2S
Source: OMol25
Level of theory: wB97M-V/def2-TZVPD

The geometry in XYZ format:
```
15
Properties=species:S:1:pos:R:3:forces:R:3
O 0.27049 0.93282 2.22766 0.2 0.1 -0.2
C -0.31951 0.39437 1.31945 -0.2 -0.5 0.6
C 0.25337 -0.48225 0.22724 0.4 -0.7 0.3
C -0.57150 -1.76900 0.20006 -2.2 -0.5 -1.4
S -0.74850 -2.88839 1.63168 0.5 0.2 0.1
N 0.21272 0.20250 -1.06794 0.3 0.7 -0.3
C 0.47064 1.72941 -0.99254 -0.3 -0.2 0.0
O 0.68289 2.29876 -2.16320 0.0 -0.2 -0.2
H -1.42879 0.40755 1.32892 0.0 0.2 -0.3
H 1.24544 -0.85947 0.51869 0.2 0.7 0.2
H -0.37748 -2.31148 -0.73548 1.1 -0.2 0.2
H -1.60425 -1.52840 -0.12971 0.1 0.7 0.6
H 1.03709 -0.04718 -1.60331 -0.1 -0.5 -0.1
H 1.34181 1.84618 -0.29440 -0.2 0.1 0.3
H -0.46442 2.07456 -0.46709 0.2 0.2 0.2
```
Forces are in eV/Å.

Properties
multiplicity = 1
net charge = -2

Charge distribution, Mulliken scheme, values in e: -0.535 -0.089 0.822 -1.281 -0.721 -0.498 -0.390 -0.850 0.343 0.023 0.324 0.265 0.248 0.173 0.167



Formula: C4H7NO2S
Source: OMol25
Level of theory: wB97M-V/def2-TZVPD

The geometry in XYZ format:
```
15
Properties=species:S:1:pos:R:3:forces:R:3
O 2.39973 -0.20388 -1.88201 0.5 0.2 0.1
C 1.47409 0.33113 -1.35873 -2.0 0.1 -0.6
N 0.15860 0.31454 -1.89613 -0.3 -0.2 0.2
C -1.00217 0.20556 -1.12601 -0.2 1.0 0.5
O -2.02037 -0.21079 -1.61104 -0.3 -0.2 -0.3
C -0.92440 0.65690 0.32194 0.0 2.0 -0.1
C -0.65073 -0.52635 1.21351 0.9 -0.2 0.1
S 0.29907 -0.26901 2.72182 -0.2 0.4 0.8
H 1.39856 0.93164 -0.44791 0.9 -0.2 0.4
H -0.05846 0.03745 -2.84526 0.7 -0.4 -0.1
H -1.81385 1.18320 0.67667 -1.0 -1.0 -0.5
H -0.38089 1.61862 0.39077 1.4 -1.0 0.1
H 0.12392 -1.20731 0.82382 -0.6 0.1 -0.7
H -1.60454 -1.05959 1.23917 0.3 -0.2 0.7
H -0.39867 0.64001 3.44023 -0.1 -0.2 -0.4
```
Forces are in eV/Å.

Properties
multiplicity = 1

Charge distribution, Mulliken scheme, values in e: -0.493 0.097 -0.129 0.570 -0.565 -0.818 -0.513 -0.229 0.335 0.255 0.391 0.378 0.220 0.389 0.113



| no. | E_HOMO (eV) | calculated total energy (Ha) |
| --- | --- | --- |
| 1 | -9.8 | -361.848787 |
| 2 | 0.5 | -759.932009 |
| 3 | 0.2 | -759.944877 |
| 4 | -9.6 | -760.025404 |